No. 1
ORCA calculation (ωB97M-V with the def2-TZVPD basis set) on a molecular structure, C36H47F3HfNO4Se.

XYZ file:
```
93
C36H47F3HfNO4Se, DFT ωB97M-V with the def2-TZVPD basis set
Hf -1.89516 -0.50798 -2.28777
C 5.77382 1.64023 -1.88232
C 4.90011 0.93415 -0.83527
C 4.94645 1.71765 0.48501
C 5.47158 -0.46281 -0.58759
C 3.45887 0.87842 -1.33410
C 2.77527 -0.31097 -1.52894
C 1.46325 -0.28171 -1.96483
Se 0.49282 -1.93445 -2.21226
C 0.16504 -2.39365 -0.36567
C 1.18938 -2.90396 0.41037
C 0.95585 -3.19972 1.74390
C -0.33207 -2.97643 2.22288
C -1.39572 -2.48339 1.46958
C -1.12842 -2.18562 0.12625
O -2.07107 -1.69809 -0.72431
C -2.74245 -2.30598 2.19518
C -3.89907 -1.78483 1.33396
C -2.55207 -1.30737 3.34926
C -3.18071 -3.66675 2.76248
C 2.03721 -3.74279 2.67462
C 1.59633 -5.10519 3.22964
C 3.37272 -3.92325 1.95108
C 2.24293 -2.75778 3.83489
C 0.78735 0.90811 -2.25301
O -0.50060 0.82948 -2.68500
C 1.45824 2.12649 -2.07838
C 2.77100 2.05525 -1.61794
C 0.87577 3.53017 -2.32417
C 1.77210 4.27026 -3.33188
C 0.86428 4.29598 -0.99057
C -0.55149 3.56811 -2.88382
H 6.80751 1.68875 -1.53523
H 5.43583 2.66093 -2.06761
H 5.75558 1.09806 -2.82957
H 5.97345 1.76767 0.85138
H 4.33370 1.23016 1.24649
H 4.58637 2.74023 0.36125
H 6.49920 -0.37437 -0.23371
H 5.48673 -1.05872 -1.50254
H 4.90260 -0.99853 0.17630
H 3.24223 -1.26885 -1.34768
H 2.15717 -3.06278 -0.04448
H -0.52579 -3.21142 3.26172
H -3.69852 -0.78276 0.95222
H -4.79199 -1.73151 1.95969
H -4.11069 -2.44433 0.49387
H -2.25061 -0.32929 2.96376
H -1.79532 -1.63681 4.06082
H -3.49142 -1.18488 3.89232
H -3.32574 -4.38832 1.95637
H -4.12542 -3.55633 3.29786
H -2.44998 -4.07961 3.45781
H 1.44435 -5.82073 2.41942
H 0.66672 -5.02904 3.79566
H 2.36241 -5.50184 3.89826
H 3.28913 -4.63403 1.12633
H 4.11238 -4.31350 2.65083
H 3.75086 -2.97356 1.56472
H 1.32863 -2.62066 4.41445
H 2.55964 -1.78140 3.46172
H 3.01363 -3.13418 4.50995
H 3.29887 2.98949 -1.47588
H 2.79814 4.37145 -2.97906
H 1.37946 5.27353 -3.50566
H 1.79246 3.74048 -4.28599
H 1.85875 4.37439 -0.55155
H 0.21291 3.79705 -0.26732
H 0.48538 5.30790 -1.14687
H -0.62805 3.04608 -3.83633
H -0.82592 4.61218 -3.04442
H -1.27291 3.13669 -2.18891
F -5.19971 4.52097 1.72539
C -4.41053 3.56061 2.21312
F -5.14280 2.80667 3.04125
F -3.44104 4.13653 2.92395
C -3.85093 2.70408 1.09761
C -4.68516 2.30077 0.06762
C -4.16512 1.48371 -0.91523
N -2.89131 1.07626 -0.90365
C -2.09095 1.47559 0.09453
C -2.53034 2.29077 1.11656
H -5.71782 2.61760 0.03253
H -4.77603 1.13551 -1.73537
H -1.06343 1.12459 0.07080
H -1.85827 2.59626 1.90527
C -5.52997 0.35799 -4.52234
O -4.48783 -0.61525 -4.70279
C -3.52655 -0.62000 -3.84293
O -2.60888 -1.47523 -4.01464
H -6.00460 0.48742 -5.48885
H -5.11927 1.30873 -4.18702
H -6.26268 -0.01275 -3.80747
```

Calculated values
LUMO level in eV: -3.511
Charge: +1
Relative energy (zero: lowest compared OMol25 entry of this formula, charge and spin) in kcal/mol: 0.0

Mulliken atomic charge list, values in e, 6 entries:
1 Hf 1.786
2 C -1.672
3 C 1.999
4 C -1.569
5 C -2.131
6 C -0.761

No. 2
ORCA calculation (ωB97M-V with the def2-TZVPD basis set) on a gas-phase ion, C17H30NO2 (charge +1).

XYZ file:
```
50
C17H30NO2, DFT ωB97M-V with the def2-TZVPD basis set
C -0.78657 3.61681 -3.65166
H -1.60955 4.32464 -3.70645
C -0.57350 2.96596 -5.01319
C 0.55998 1.93750 -5.03547
H 0.72289 1.60791 -6.06597
H 1.49246 2.36904 -4.66200
O 0.21883 0.74864 -4.33628
C 0.55143 0.54335 -3.05269
C 0.09148 -0.66673 -2.51370
C 0.37250 -1.01639 -1.21293
C 1.12226 -0.15899 -0.41741
C 1.59200 1.03455 -0.93512
C 1.30731 1.38934 -2.24008
H 1.68173 2.32965 -2.60813
H 2.17457 1.69270 -0.30921
O 1.37637 -0.47857 0.92969
C 2.45687 -1.39627 1.11983
C 2.62692 -1.69257 2.60665
H 2.65380 -0.74768 3.15145
H 3.60128 -2.16645 2.72270
C 1.56988 -2.61855 3.22049
H 1.98109 -3.02934 4.14300
C 0.25455 -1.93535 3.58596
N -0.53078 -1.58127 2.38371
H -0.74012 -2.43725 1.86020
C -1.82442 -0.87406 2.63935
C -2.91721 -1.90708 2.87373
H -2.64992 -2.59910 3.66882
H -3.11718 -2.47085 1.96451
H -3.83776 -1.41212 3.16761
C -2.14453 0.04801 1.46032
C -1.35810 1.35339 1.50672
H -1.60144 1.95997 0.63961
H -0.28514 1.18514 1.50225
H -1.61627 1.92078 2.39730
H -3.20885 0.28087 1.48754
H -1.95107 -0.47230 0.51965
H -1.68920 -0.26709 3.53908
H 0.12123 -0.99917 1.76154
H -0.33991 -2.59548 4.22064
H 0.45810 -1.01536 4.13733
H 1.38126 -3.46144 2.55156
H 2.26655 -2.31773 0.55424
H 3.37240 -0.94104 0.72878
H 0.01669 -1.96036 -0.82323
H -0.48589 -1.31808 -3.14945
H -1.49150 2.46544 -5.32568
H -0.33925 3.73377 -5.75168
H -1.02949 2.87120 -2.89699
H 0.10320 4.15801 -3.33692
```

Calculated values
LUMO level in eV: -2.276
Charge: +1
Relative energy (zero: lowest compared OMol25 entry of this formula, charge and spin) in kcal/mol: 6.6
SMILES: CCCOc1ccc(OCCCC[NH2+][C@H](C)CC)cc1

Mulliken atomic charge list, values in e, 6 entries:
1 C -0.966
2 H 0.379
3 C -0.356
4 C -0.548
5 H 0.298
6 H 0.331

No. 3
ORCA calculation (ωB97M-V with the def2-TZVPD basis set) on 2 unconnected molecules or ions with the total composition C19H21O9 in a non-equilibrium geometry.

XYZ file:
```
49
C19H21O9, DFT ωB97M-V with the def2-TZVPD basis set
C 0.41470 -2.64968 -1.35798
O 1.30762 -1.54522 -0.97598
C 1.26924 -0.29893 -1.35189
C 2.58236 0.38062 -1.51479
O 2.78467 1.57966 -1.37736
O 3.55749 -0.52186 -1.77302
C 4.81874 0.03512 -2.17710
C 0.12585 0.44694 -1.88844
O 0.08858 1.66139 -2.04431
O -0.91473 -0.36211 -2.20782
C -1.98861 0.21273 -2.96901
H 0.98452 -3.26504 -2.05609
H 0.21263 -3.17675 -0.42785
H -0.48886 -2.24643 -1.81139
H 5.50453 -0.81214 -2.19290
H 4.73724 0.48101 -3.17912
H 5.15638 0.80102 -1.46598
H -2.82369 -0.47558 -2.82964
H -2.20007 1.21915 -2.58857
H -1.70107 0.26840 -4.02601
C -3.79359 0.20797 2.02469
C -3.61523 0.26405 0.52019
C -4.84880 -0.21369 -0.23988
O -3.26879 1.58535 0.08433
C -2.00333 2.04488 0.36170
O -1.74075 3.21788 0.22047
C -0.99120 1.04478 0.77643
C 0.30229 1.45696 0.97930
C 1.30656 0.73273 1.70948
C 0.99488 -0.30810 2.62005
C 2.00360 -1.07399 3.19282
C 3.34387 -0.72061 3.00821
C 3.67309 0.37680 2.20334
C 2.66968 1.07383 1.54789
C -1.32397 -0.37301 0.59505
O -0.56100 -1.28527 0.83963
O -2.57115 -0.65765 0.10052
H -2.89590 0.55109 2.54972
H -4.63643 0.84660 2.30886
H -4.01535 -0.82613 2.30827
H -4.65164 -0.19704 -1.31657
H -5.07312 -1.24351 0.05834
H -5.70983 0.42248 -0.01621
H 0.54069 2.45925 0.62333
H -0.04445 -0.49628 2.87597
H 1.72762 -1.93821 3.80164
H 4.13282 -1.28333 3.50705
H 4.71106 0.69274 2.08272
H 2.91086 1.90711 0.88793
```

Calculated values
LUMO level in eV: 2.403
Charge: -1
Relative energy (zero: lowest compared OMol25 entry of this formula, charge and spin) in kcal/mol: 7.9

Mulliken atomic charge list, values in e, 6 entries:
1 C -0.820
2 O -0.451
3 C 0.963
4 C 0.081
5 O -0.677
6 O -0.257

No. 4
ORCA calculation (ωB97M-V with the def2-TZVPD basis set) on a gas-phase ion, C6H14NO (charge +1) in a non-equilibrium geometry.

XYZ file:
```
22
C6H14NO, DFT ωB97M-V with the def2-TZVPD basis set
C -2.24216 0.81128 0.23397
O -3.10323 -0.02161 0.99643
C -0.86606 0.19349 0.38693
C 0.21120 0.64791 -0.64552
C 1.56533 0.00492 -0.55398
C 1.77713 -1.29121 -0.82465
C 2.71254 0.85507 0.02658
N -0.93660 -1.28999 0.40209
H -2.56443 0.66337 -0.79235
H -2.37115 1.87331 0.41443
H -3.88978 0.33875 1.42772
H -0.40820 0.47598 1.34637
H 0.37944 1.73460 -0.57286
H -0.22795 0.63999 -1.66128
H 1.22889 -2.10742 -1.28715
H 2.82048 -1.59801 -0.80111
H 3.68150 0.39717 -0.15853
H 2.45525 0.66991 1.09329
H 2.53607 1.90906 -0.14708
H -1.51100 -1.63246 -0.37319
H 0.01319 -1.66159 0.18112
H -1.26045 -1.61254 1.30876
```

Calculated values
LUMO level in eV: -3.063
Charge: +1
Relative energy (zero: lowest compared OMol25 entry of this formula, charge and spin) in kcal/mol: 29.8
SMILES: C=C(C)C[C@H]([NH3+])CO

Mulliken atomic charge list, values in e, 6 entries:
1 C -0.670
2 O -0.555
3 C 0.128
4 C -0.994
5 C 0.788
6 C -1.188